C36H33BCl3FMgN9O4 | wB97M-V/def2-TZVPD

The geometry in XYZ format:
```
88
Properties=species:S:1:pos:R:3:mulliken_spin:R:1
Mg -1.02 0.13 1.56 -0.01
C 1.18 -2.82 1.59 0.00
C 1.75 -1.45 1.73 0.00
C 3.06 -1.03 1.47 0.00
C 3.04 0.33 1.71 0.00
N 1.81 0.68 2.11 0.00
N 1.00 -0.42 2.11 0.00
B 1.21 2.09 2.35 0.00
N 0.55 2.57 1.04 0.00
C 1.00 3.42 0.10 0.00
C 0.15 3.35 -0.99 0.00
C -0.82 2.40 -0.63 0.00
C -1.95 1.85 -1.43 0.00
N -0.57 1.94 0.59 0.00
N 0.15 2.03 3.48 0.00
C 0.20 2.67 4.65 0.00
C -0.94 2.38 5.37 0.00
C -1.67 1.53 4.53 0.00
C -3.01 0.93 4.79 0.00
N -1.01 1.32 3.40 0.00
N 2.32 3.03 2.80 0.00
C 3.32 2.73 3.67 0.00
C 3.88 3.92 4.08 0.00
C 3.13 4.91 3.42 0.00
C 3.29 6.40 3.51 0.00
N 2.20 4.37 2.67 0.00
H 1.97 -3.53 1.34 0.00
H 0.42 -2.84 0.80 0.00
H 0.71 -3.15 2.51 0.00
H 3.89 -1.63 1.15 0.00
H 3.82 1.07 1.62 0.00
H 1.86 4.03 0.28 0.00
H 0.20 3.91 -1.90 0.00
H -2.44 2.65 -1.99 0.00
H -2.68 1.36 -0.79 0.00
H -1.58 1.11 -2.15 0.00
H 1.04 3.31 4.89 0.00
H -1.22 2.75 6.34 0.00
H -3.50 1.45 5.61 0.00
H -2.94 -0.12 5.07 0.00
H -3.65 1.02 3.91 0.00
H 3.55 1.72 3.94 0.00
H 4.72 4.05 4.76 0.00
H 4.32 6.67 3.75 0.00
H 2.65 6.81 4.28 0.00
H 3.02 6.86 2.56 0.00
Cl -6.78 -4.26 1.82 0.05
C -5.71 -2.92 1.75 0.27
C -4.46 -3.03 2.38 -0.06
C -3.60 -1.98 2.32 0.18
Cl -2.08 -2.05 3.11 0.03
C -3.93 -0.74 1.62 0.12
O -3.15 0.20 1.51 0.30
C -5.26 -0.70 1.02 0.16
Cl -5.69 0.73 0.20 0.04
C -6.11 -1.77 1.08 -0.09
H -4.19 -3.94 2.90 0.00
H -7.08 -1.73 0.61 0.00
C 0.16 -4.74 -4.98 0.00
C -0.41 -3.35 -5.28 0.00
C 0.08 -2.76 -6.59 0.00
C 1.59 -2.52 -6.54 0.00
C 1.96 -1.72 -5.32 0.00
C 3.12 -0.97 -5.29 0.00
C 3.44 -0.23 -4.16 0.00
F 4.58 0.49 -4.18 0.00
C 2.64 -0.20 -3.06 0.00
C 1.45 -0.94 -3.07 0.00
C 0.59 -0.89 -1.86 0.00
O 0.94 -0.20 -0.90 0.00
C -0.63 -1.68 -1.96 0.00
C -0.87 -2.38 -3.10 0.00
N -0.07 -2.43 -4.18 0.00
C 1.12 -1.70 -4.19 0.00
C -1.67 -1.79 -0.87 -0.01
O -2.72 -2.39 -1.09 0.00
O -1.36 -1.25 0.25 0.03
H -0.02 -5.41 -5.83 0.00
H -0.32 -5.16 -4.10 0.00
H 1.23 -4.69 -4.79 0.00
H -1.50 -3.40 -5.30 0.00
H -0.43 -1.81 -6.77 0.00
H -0.18 -3.44 -7.41 0.00
H 1.92 -2.00 -7.44 0.00
H 2.12 -3.48 -6.53 0.00
H 3.78 -0.95 -6.15 0.00
H 2.88 0.38 -2.18 0.00
H -1.78 -2.96 -3.15 0.00
```

Results
ΔE to the lowest compared entry with this formula, charge and spin, eV: 0.0000
⟨S²⟩: 0.788
Orbital gap (spin up / spin down), Eh: 0.2992 / 0.1857
Multiplicity: 2
HOMO energy (spin up / spin down), eV: -7.9 / -7.9


C36H33IrN12OSTe | wB97M-V/def2-TZVPD

The geometry in XYZ format:
```
85
Properties=species:S:1:pos:R:3:mulliken_spin:R:1
Ir 0.73 0.33 1.05 -0.04
C 0.01 -3.01 3.59 0.00
C 0.11 -2.01 2.49 0.02
N 0.89 -0.97 2.55 0.00
N 1.69 -0.75 3.63 0.02
C 2.27 0.42 3.63 0.00
N 3.10 0.74 4.62 0.00
S 1.98 1.68 2.40 0.21
C -0.65 -2.17 1.23 0.00
C -1.54 -3.20 1.01 0.00
C -2.13 -3.33 -0.25 0.00
C -1.80 -2.44 -1.25 0.00
C -0.92 -1.40 -0.96 0.00
N -0.38 -1.25 0.25 -0.01
H 0.79 -2.85 4.33 0.00
H 0.07 -4.02 3.19 0.00
H -0.96 -2.92 4.09 0.00
H 3.33 0.05 5.33 0.00
H 3.63 1.60 4.61 0.00
H -1.76 -3.91 1.79 0.00
H -2.83 -4.13 -0.44 0.00
H -2.21 -2.52 -2.25 0.00
H -0.65 -0.67 -1.71 0.00
C 4.31 -2.88 -1.50 0.00
N 3.67 -1.66 -0.97 0.00
C 2.68 -1.60 -0.10 0.00
N 2.29 -0.32 0.00 0.00
C 3.12 0.36 -0.85 0.00
N 3.95 -0.44 -1.45 0.00
C 3.30 -3.74 -2.21 0.00
C 3.43 -5.12 -2.18 0.00
C 2.50 -5.92 -2.84 0.00
C 1.43 -5.35 -3.51 0.00
C 1.30 -3.96 -3.53 0.00
C 2.24 -3.16 -2.90 0.00
C 0.15 -3.35 -4.20 0.00
N -0.80 -3.91 -4.85 0.00
N -1.65 -2.90 -5.26 0.00
C -1.15 -1.80 -4.83 0.00
O 0.00 -2.00 -4.12 0.00
C -1.67 -0.44 -4.94 0.00
C -2.90 -0.20 -5.54 0.00
C -3.40 1.09 -5.59 0.00
C -2.69 2.14 -5.02 0.00
C -1.46 1.91 -4.42 0.00
C -0.70 3.00 -3.72 0.00
N -0.58 2.62 -2.30 0.00
C 0.46 2.08 -1.68 0.00
N 0.08 1.67 -0.46 -0.01
C -1.25 2.02 -0.42 0.02
N -1.67 2.59 -1.51 0.00
C -0.94 0.62 -4.41 0.00
H 4.77 -3.41 -0.66 0.00
H 5.11 -2.51 -2.14 0.00
H 2.26 -2.44 0.42 0.00
H 3.15 1.43 -0.95 0.00
H 4.25 -5.59 -1.65 0.00
H 2.61 -7.00 -2.83 0.00
H 0.70 -5.96 -4.01 0.00
H 2.15 -2.08 -2.96 0.00
H -3.45 -1.03 -5.97 0.00
H -4.35 1.28 -6.07 0.00
H -3.11 3.14 -5.03 0.00
H -1.21 3.96 -3.76 0.00
H 0.31 3.12 -4.10 0.00
H 1.43 2.00 -2.13 0.00
H -1.89 1.82 0.42 0.00
H 0.04 0.43 -3.98 0.00
C -2.32 3.78 3.25 -0.03
Te -1.05 2.09 3.56 0.77
C 0.03 3.39 4.88 0.01
C -1.07 4.31 5.37 -0.01
C -0.94 4.97 6.58 0.00
C -1.94 5.85 6.98 0.00
C -3.06 6.06 6.19 0.00
C -3.19 5.38 4.99 0.01
C -2.20 4.51 4.57 0.01
H -3.32 3.41 3.05 0.00
H -1.96 4.34 2.39 0.00
H 0.79 3.89 4.28 0.01
H 0.49 2.79 5.65 -0.01
H -0.08 4.81 7.21 0.00
H -1.84 6.37 7.93 0.00
H -3.83 6.73 6.51 0.00
H -4.08 5.53 4.38 0.00
```

Results
ΔE to the lowest compared entry with this formula, charge and spin, eV: 0.1183
Total charge: +3
⟨S²⟩: 0.777
Orbital gap (spin up / spin down), Eh: 0.1964 / 0.1450
Multiplicity: 2
HOMO energy (spin up / spin down), eV: -15.0 / -15.0


C36H33N4O | wB97M-V/def2-TZVPD

The geometry in XYZ format:
```
74
Properties=species:S:1:pos:R:3:mulliken_charge:R:1
N 2.76 -2.90 -2.43 -1.02
N 1.83 -2.74 -1.77 0.40
N 0.75 -2.47 -1.24 0.29
C 0.64 -2.80 0.19 3.86
C -0.82 -3.18 0.43 -0.93
C -1.16 -3.89 1.59 -0.29
C -2.50 -4.25 1.81 -0.93
C -3.49 -3.85 0.90 -0.50
C -3.14 -3.13 -0.24 -0.98
C -1.80 -2.79 -0.47 -0.06
C 1.56 -3.98 0.50 -0.33
C 1.51 -5.08 -0.36 -0.16
C 2.35 -6.18 -0.16 -0.91
C 3.22 -6.20 0.94 -0.54
C 3.20 -5.15 1.85 -0.92
C 2.35 -4.06 1.66 -0.16
C 0.98 -1.55 1.02 -0.71
C -0.15 -0.74 1.64 -0.10
C 0.50 0.63 1.90 -0.76
C 1.78 0.67 1.05 -0.64
N 1.74 -0.57 0.29 -0.22
H -0.39 -4.18 2.30 0.50
H -2.76 -4.82 2.70 0.42
H -4.53 -4.11 1.08 0.40
H -3.89 -2.81 -0.97 0.45
H -1.52 -2.22 -1.36 0.35
H 0.79 -5.10 -1.18 0.41
H 2.31 -7.01 -0.86 0.41
H 3.91 -7.04 1.08 0.40
H 3.83 -5.18 2.75 0.44
H 2.33 -3.27 2.42 0.47
H 1.60 -1.84 1.88 0.04
H -0.96 -0.66 0.90 -0.65
H -0.55 -1.23 2.53 0.75
H -0.16 1.45 1.63 0.29
H 0.77 0.72 2.96 0.29
H 1.83 1.53 0.37 0.03
H 2.68 0.72 1.69 0.58
H 2.64 -0.90 -0.05 0.32
C -1.64 6.72 3.09 -0.54
C -0.96 6.83 1.88 -0.45
C -1.55 6.38 0.70 -0.36
C -2.80 5.77 0.79 0.27
O -3.27 4.99 -0.27 -0.48
C -2.49 3.89 -0.62 -0.32
C -2.66 2.68 0.08 -0.56
C -1.90 1.58 -0.27 -0.56
C -0.81 1.69 -1.19 1.03
C 0.11 0.62 -1.40 0.40
C 1.09 0.60 -2.43 0.82
C 1.13 -0.49 -3.35 -0.53
C 2.05 -0.47 -4.40 -0.53
C 2.87 0.65 -4.60 -0.54
C 2.91 1.68 -3.65 -0.87
C 2.05 1.64 -2.56 -0.47
C -0.67 2.94 -1.87 -0.44
C -1.49 4.02 -1.59 -0.52
C -3.57 5.79 1.96 -0.31
C -2.95 6.21 3.13 -0.32
H -1.16 7.05 4.02 0.38
H 0.03 7.28 1.83 0.39
H -1.04 6.45 -0.27 0.38
H -3.35 2.64 0.92 0.50
H -2.14 0.60 0.17 0.50
H -0.09 -0.34 -0.92 -0.60
H 0.33 -1.24 -3.30 0.42
H 2.11 -1.33 -5.06 0.43
H 3.50 0.71 -5.49 0.42
H 3.59 2.52 -3.76 0.41
H 2.06 2.43 -1.80 0.53
H 0.10 3.07 -2.62 0.76
H -1.34 4.98 -2.08 0.63
H -4.58 5.40 1.94 0.44
H -3.51 6.17 4.06 0.38
```

Results
ΔE to the lowest compared entry with this formula, charge and spin, eV: 1.0660
Total charge: +1
Orbital gap, Eh: 0.2248
HOMO energy, eV: -11.3


C36H33NO8 | wB97M-V/def2-TZVPD

The geometry in XYZ format:
```
78
Properties=species:S:1:pos:R:3:mulliken_charge:R:1
O -1.58 1.89 3.36 -0.68
C -1.06 1.40 2.37 0.67
C -0.09 2.17 1.57 0.23
C 0.24 3.47 1.96 -0.61
C 1.19 4.20 1.23 -0.84
C 1.80 3.63 0.11 -0.11
C 1.45 2.33 -0.29 -0.47
C 0.49 1.61 0.44 -0.07
C 0.12 0.25 0.00 0.42
O 0.60 -0.22 -1.03 -0.68
C -0.83 -0.53 0.81 0.16
C -1.17 -1.83 0.42 -0.57
C -2.04 -2.59 1.20 -0.54
C -2.58 -2.05 2.37 -0.40
C -2.26 -0.75 2.75 -0.72
C -1.39 0.02 1.97 0.19
H -0.22 3.93 2.83 0.45
H 1.45 5.21 1.53 0.41
H 2.54 4.18 -0.45 0.55
H 1.92 1.90 -1.17 0.68
H -0.75 -2.26 -0.49 0.44
H -2.30 -3.61 0.90 0.50
H -3.26 -2.65 2.98 0.51
H -2.69 -0.34 3.66 0.44
O -4.45 -5.66 2.41 -0.68
C -5.51 -6.06 2.87 0.63
C -6.68 -6.27 2.00 0.19
C -6.57 -6.02 0.62 -0.52
C -7.66 -6.26 -0.22 -0.51
C -8.86 -6.73 0.31 -0.45
C -8.98 -6.96 1.68 -0.57
C -7.89 -6.72 2.53 0.28
C -8.03 -6.94 3.98 0.54
O -9.10 -7.29 4.45 -0.68
C -6.85 -6.76 4.85 0.24
C -6.96 -7.00 6.23 -0.59
C -5.85 -6.86 7.06 -0.45
C -4.62 -6.47 6.52 -0.50
C -4.51 -6.21 5.15 -0.55
C -5.63 -6.35 4.32 0.22
H -5.63 -5.66 0.20 0.47
H -7.57 -6.07 -1.29 0.39
H -9.71 -6.93 -0.35 0.39
H -9.92 -7.32 2.09 0.45
H -7.92 -7.31 6.66 0.45
H -5.94 -7.05 8.12 0.39
H -3.75 -6.37 7.16 0.40
H -3.55 -5.91 4.74 0.47
C 9.46 3.58 -3.36 -0.87
C 9.57 4.84 -4.39 -0.40
C 8.21 5.76 -4.52 -0.40
N 7.42 5.90 -3.23 -0.45
O 6.15 5.52 -3.55 0.09
C 5.16 6.13 -2.65 0.51
O 5.50 6.16 -1.33 -0.56
O 3.88 6.73 -3.02 -0.26
C 3.26 6.06 -4.18 -0.43
C 2.32 4.77 -3.82 -0.09
C 2.88 3.34 -4.47 -0.47
O 2.92 2.25 -3.44 -0.32
C 4.18 2.31 -2.67 -0.42
H 8.92 2.65 -3.85 0.23
H 10.57 3.21 -3.13 0.30
H 9.00 3.84 -2.31 0.24
H 10.53 5.49 -4.17 0.28
H 9.76 4.37 -5.47 0.24
H 7.47 5.31 -5.33 0.22
H 8.51 6.87 -4.83 0.30
H 7.43 6.93 -2.96 0.30
H 4.01 5.73 -5.02 0.26
H 2.54 6.87 -4.68 0.29
H 2.07 4.65 -2.68 -0.04
H 1.26 4.94 -4.36 0.40
H 3.89 3.46 -5.04 0.32
H 2.09 2.95 -5.28 0.22
H 4.08 1.84 -1.58 0.27
H 5.12 1.87 -3.26 0.22
H 4.42 3.45 -2.50 0.07
```

Results
SMILES: O=C1c2ccccc2C(=O)c2ccccc21.O=C1c2ccccc2C(=O)c2ccccc21.CCCNOC(=O)OCCCOC
Orbital gap, Eh: 0.2962
HOMO energy, eV: -9.2


C36H33OSi | wB97M-V/def2-TZVPD

The geometry in XYZ format:
```
71
Properties=species:S:1:pos:R:3:mulliken_charge:R:1
C -0.15 0.65 -2.79 0.85
C 0.62 0.63 -3.99 0.31
C 2.00 0.25 -4.00 -0.42
C 2.80 0.57 -5.10 -0.60
C 2.23 1.18 -6.23 -0.25
C 0.83 1.28 -6.34 -0.76
C 0.04 0.90 -5.28 -0.25
C -1.58 0.44 -2.92 1.45
C -2.23 -0.76 -2.53 -0.56
C -3.59 -0.92 -2.76 -0.56
C -4.30 -0.01 -3.56 -0.62
C -3.65 1.14 -4.03 -0.64
C -2.35 1.40 -3.64 -0.85
H 0.36 0.71 -1.83 -0.77
H 2.40 -0.30 -3.15 0.45
H 3.87 0.37 -5.06 0.41
H 2.85 1.57 -7.03 0.44
H 0.37 1.64 -7.26 0.40
H -1.05 0.84 -5.43 0.54
H -1.64 -1.55 -2.06 0.42
H -4.13 -1.76 -2.30 0.45
H -5.35 -0.19 -3.81 0.42
H -4.16 1.83 -4.72 0.45
H -1.84 2.31 -3.97 0.79
C 4.82 0.23 1.41 -0.66
C 4.37 -0.44 2.55 -0.63
C 3.08 -0.99 2.58 -0.63
C 2.20 -0.83 1.50 0.57
Si 0.39 -1.08 1.92 0.94
C -1.29 -1.07 1.12 0.63
C -1.67 -0.06 0.22 0.72
C -2.99 0.40 0.15 -0.68
C -3.99 -0.23 0.91 -0.93
C -3.67 -1.45 1.53 -0.63
C -2.33 -1.87 1.66 -0.59
C 0.38 -2.46 3.16 -0.42
C 0.43 -3.82 2.78 -0.28
C 0.48 -4.82 3.77 -0.61
C 0.48 -4.47 5.12 -0.52
C 0.42 -3.12 5.49 -0.68
C 0.38 -2.12 4.52 0.20
O 0.27 0.48 2.68 -0.57
C 0.33 1.70 2.17 0.61
C 0.37 2.12 0.86 1.21
C 0.15 3.59 0.80 -1.23
C 0.22 4.06 2.28 -0.64
C 0.17 2.82 3.16 -0.68
C 2.71 -0.28 0.31 0.16
C 4.00 0.27 0.28 -0.34
H 5.81 0.69 1.40 0.39
H 5.01 -0.55 3.43 0.40
H 2.76 -1.55 3.46 0.26
H -0.92 0.37 -0.45 -0.44
H -3.26 1.23 -0.51 0.56
H -4.99 0.22 1.00 0.40
H -4.46 -2.10 1.93 0.43
H -2.07 -2.78 2.20 0.48
H 0.44 -4.10 1.73 0.36
H 0.49 -5.87 3.48 0.40
H 0.51 -5.24 5.89 0.37
H 0.40 -2.84 6.54 0.40
H 0.32 -1.08 4.83 0.39
H 0.59 1.50 -0.01 -0.79
H 0.94 4.11 0.24 0.31
H -0.82 3.90 0.37 0.20
H 1.18 4.57 2.43 0.27
H -0.58 4.76 2.53 0.32
H -0.80 2.70 3.67 0.21
H 0.95 2.86 3.93 0.22
H 2.08 -0.28 -0.59 -0.01
H 4.36 0.73 -0.64 0.39
```

Results
ΔE to the lowest compared entry with this formula, charge and spin, eV: 3.9900
Total charge: +1
Orbital gap, Eh: 0.1380
HOMO energy, eV: -9.9


C36H34Br2F3N6O7PS2SeSiTi | wB97M-V/def2-TZVPD

The geometry in XYZ format:
```
94
Properties=species:S:1:pos:R:3:mulliken_charge:R:1
Ti -0.98 -0.51 0.98 -0.41
Br -1.72 0.37 5.92 -0.21
C -0.23 -0.50 5.14 0.30
C 0.86 -0.87 5.94 -0.35
C 1.94 -1.51 5.40 0.08
Br 3.38 -2.01 6.51 -0.23
C 1.99 -1.79 4.00 1.09
C 3.06 -2.41 3.32 -1.52
C 2.97 -2.57 1.96 -0.75
C 1.84 -2.11 1.27 -0.32
N 0.83 -1.54 1.88 0.97
C 0.89 -1.40 3.23 -0.40
C -0.25 -0.78 3.79 -0.61
O -1.23 -0.49 2.96 1.06
H 0.84 -0.65 7.00 0.45
H 3.93 -2.73 3.87 0.37
H 3.77 -3.03 1.40 0.61
H 1.78 -2.19 0.20 -0.16
Se -5.48 0.27 -0.90 -0.08
C -3.83 0.00 -0.39 0.32
N -2.71 -0.11 -0.05 -0.92
F -3.03 -4.78 3.47 -0.25
C -2.43 -3.61 3.30 0.56
F -2.67 -2.85 4.37 -0.24
F -1.12 -3.81 3.22 -0.20
S -3.08 -2.78 1.75 1.09
O -3.86 -1.66 2.23 -0.88
O -3.74 -3.80 1.01 -0.65
O -1.80 -2.34 1.09 -0.19
O -0.09 -0.71 -0.56 2.92
Si 0.36 -1.08 -2.13 -0.97
C 0.77 0.57 -2.92 0.76
C 1.75 1.38 -2.34 -0.11
C 2.05 2.63 -2.86 -0.80
C 1.37 3.10 -3.97 -0.85
C 0.38 2.32 -4.55 -0.89
C 0.09 1.07 -4.03 -0.56
C 1.84 -2.22 -2.13 0.03
C 3.15 -1.79 -2.30 0.11
C 4.21 -2.68 -2.24 -0.89
C 3.98 -4.02 -2.01 -0.54
C 2.67 -4.48 -1.85 -0.82
C 1.62 -3.59 -1.91 0.03
C -1.01 -1.98 -3.02 0.28
C -0.86 -2.23 -4.39 -0.32
C -1.80 -2.97 -5.09 -0.85
C -2.91 -3.48 -4.43 -0.50
C -3.07 -3.26 -3.07 -0.92
C -2.12 -2.52 -2.37 0.24
H 2.27 1.04 -1.44 0.46
H 2.82 3.23 -2.39 0.52
H 1.60 4.08 -4.38 0.39
H -0.16 2.69 -5.42 0.43
H -0.70 0.48 -4.49 0.40
H 3.36 -0.74 -2.48 0.39
H 5.23 -2.32 -2.38 0.44
H 4.80 -4.72 -1.96 0.40
H 2.48 -5.53 -1.67 0.43
H 0.60 -3.96 -1.79 0.42
H 0.02 -1.86 -4.92 0.51
H -1.67 -3.15 -6.15 0.42
H -3.65 -4.05 -4.98 0.39
H -3.92 -3.66 -2.54 0.49
H -2.25 -2.37 -1.31 0.29
C 0.52 5.47 -0.53 -0.85
C 1.61 4.83 0.24 1.45
C 2.66 5.50 0.82 -1.05
C 3.59 4.72 1.52 -0.18
N 3.52 3.42 1.68 -0.57
C 2.46 2.76 1.14 0.07
S 2.21 1.12 1.35 -0.23
N 1.56 3.49 0.40 1.21
H 0.74 6.53 -0.70 0.48
H -0.41 5.37 0.03 0.10
H 0.38 4.97 -1.49 0.06
H 2.76 6.57 0.73 0.44
H 4.46 5.20 1.97 0.42
N -3.46 1.10 2.86 0.11
C -3.52 2.34 2.02 -1.01
P -1.90 2.72 1.18 1.72
O -1.28 3.90 1.81 -0.86
O -1.11 1.39 1.30 -1.12
C -2.22 2.97 -0.58 -1.24
N -0.92 2.74 -1.22 -0.22
H -3.74 0.25 2.35 0.09
H -4.08 1.16 3.67 0.51
H -2.51 0.87 3.20 -0.31
H -3.73 3.19 2.67 0.51
H -4.33 2.22 1.30 0.37
H -2.49 4.02 -0.70 0.71
H -3.04 2.36 -0.96 0.41
H -0.93 3.00 -2.20 0.36
H -0.70 1.75 -1.20 -0.59
H 0.79 2.99 -0.04 -1.11
```

Results
ΔE to the lowest compared entry with this formula, charge and spin, eV: 0.0000
Orbital gap, Eh: 0.2514
HOMO energy, eV: -7.9